Entry 1:
{"formula": "C4H7FNO2", "method": "ωB97M-V/def2-TZVPD", "species": ["C", "C", "C", "C", "N", "O", "O", "F", "H", "H", "H", "H", "H", "H", "H"], "xyz": [[1.60083, -0.84386, -0.95578], [-0.45497, 0.42513, -1.48846], [1.56572, -0.77148, 0.39360], [-1.68134, 0.71896, 1.95404], [0.63894, -0.23463, -1.84307], [1.17699, -0.06395, -3.03108], [-0.45293, 0.70337, 1.53791], [-2.46643, -0.42191, 1.21577], [2.40409, -1.30475, -1.56504], [-2.36742, 1.63735, 1.92030], [-0.74458, 0.27168, -0.41654], [-0.71278, 1.19315, -2.17803], [2.46968, -1.34515, 0.70877], [0.75746, -0.23564, 0.83900], [-1.73326, 0.27174, 2.90862]], "total_charge": -1, "orbital_gap_ev": 8.2, "e_above_lowest_kj_mol": 291.53, "multiplicity": 1, "lumo_ev": 4.002, "e_tot_ev": -12560.8689}

---

Entry 2:
{"formula": "C4H11N3O2", "method": "ωB97M-V/def2-TZVPD", "species": ["H", "N", "C", "N", "C", "H", "H", "H", "N", "C", "C", "O", "O", "H", "H", "H", "H", "H", "H", "H"], "xyz": [[0.04023, -0.39381, 2.21061], [0.98166, -0.06503, 2.00917], [1.80886, -0.96582, 1.69135], [1.39728, -2.48919, 1.40767], [1.60651, -2.43241, 0.19524], [2.83596, -1.03889, 2.02376], [2.05678, -1.27757, 0.00567], [1.24577, -3.05176, -0.61440], [-2.50488, 0.68397, -1.03551], [-1.42198, 1.45442, -0.42057], [-0.08465, 1.01285, -1.04244], [1.00475, 1.54202, -0.37621], [-0.03765, -0.40639, -1.04464], [-3.36267, 0.76491, -0.50359], [-2.69572, 1.01730, -1.97476], [-1.39036, 1.21006, 0.64432], [-1.51984, 2.54222, -0.51895], [-0.00872, 1.38208, -2.07620], [1.01420, 1.19943, 0.54257], [-0.96554, -0.68841, -1.12311]], "orbital_gap_ev": 10.4, "e_above_lowest_kj_mol": 438.24, "multiplicity": 1, "lumo_ev": 0.783, "e_tot_ev": -12888.2879}

---

Entry 3:
{"formula": "C2H12NO3", "method": "ωB97M-V/def2-TZVPD", "species": ["C", "C", "N", "H", "H", "H", "H", "H", "H", "H", "H", "O", "H", "H", "O", "H", "H", "O"], "xyz": [[2.62605, -1.51210, -0.63335], [0.40774, -0.71012, 0.16815], [1.39205, -0.65958, -0.63139], [2.58169, -1.97918, -1.61514], [3.48644, -0.98743, -0.25297], [2.40908, -2.26478, 0.16306], [0.23393, -1.34603, 1.01861], [-0.44612, -0.21871, -0.29642], [1.45266, -0.00796, -1.42688], [-1.37583, 1.88572, 3.69730], [-2.36826, 2.85102, 3.28351], [-2.23298, 1.90061, 3.25627], [-0.22903, -0.07393, -2.96962], [0.35910, 1.24101, -3.44072], [0.61575, 0.37756, -3.07134], [-3.23932, -0.11062, 1.27643], [-2.87629, 1.25633, 0.90300], [-2.79664, 0.35819, 0.57151]], "total_charge": 1, "orbital_gap_ev": 9.8, "e_above_lowest_kj_mol": 158.15, "multiplicity": 1, "lumo_ev": -4.625, "e_tot_ev": -9893.8049}

---

Entry 4:
{"formula": "C6H39O14", "method": "ωB97M-V/def2-TZVPD", "species": ["C", "O", "C", "C", "C", "C", "C", "H", "H", "H", "H", "H", "H", "H", "H", "H", "H", "H", "H", "H", "H", "H", "O", "H", "H", "O", "H", "H", "O", "H", "H", "O", "H", "H", "O", "H", "H", "O", "H", "H", "O", "H", "H", "O", "H", "H", "O", "H", "H", "O", "H", "H", "O", "H", "H", "O", "H", "H", "O"], "xyz": [[0.30452, 3.79247, 0.43112], [1.06049, 4.66938, 0.20583], [-0.90948, 3.72907, -0.60292], [-1.75376, 2.33039, -0.54326], [-0.80519, 1.15105, -0.29269], [-2.70843, 2.57566, 0.57702], [-3.68166, 1.50589, 0.73261], [2.45480, 3.10509, -1.22030], [0.37099, 3.22323, 1.25621], [-1.59801, 4.60034, -0.44350], [-0.36930, 3.82608, -1.64429], [-2.19119, 2.33290, -1.53639], [-1.30380, 0.21439, -0.32876], [-0.01278, 1.24993, -1.05062], [-0.52801, 1.26109, 0.66065], [-3.18325, 3.60860, 0.64858], [-2.09566, 2.64402, 1.71940], [-4.52900, 1.62301, 0.00248], [-4.05504, 1.49578, 1.85516], [-3.21491, 0.47375, 0.45601], [-2.80502, -2.10493, -0.24980], [-3.33856, -1.52872, -1.45140], [-2.97681, -1.30117, -0.58102], [0.37945, 1.33354, -3.27138], [-0.07847, 0.01170, -3.92447], [-0.15447, 1.00515, -3.98018], [-1.37538, -1.63365, -3.19618], [-2.57150, -0.87892, -4.04019], [-2.28744, -1.64276, -3.58710], [2.03748, -3.24514, 1.48474], [2.42720, -2.29506, 2.45291], [2.84965, -3.04152, 2.13521], [2.62770, 1.02842, 1.00503], [3.12428, -0.57575, 0.82755], [3.45708, 0.37023, 1.08195], [-0.83056, -0.14742, 3.35188], [-1.77772, -0.37436, 2.17709], [-1.73245, -0.04615, 3.03799], [2.44216, 2.57131, -1.83157], [2.42259, -1.52533, -0.78570], [1.95694, -0.74720, -0.65506], [1.60873, -4.34291, -0.47336], [0.97062, -2.75380, -0.40964], [1.16443, -3.60709, 0.01465], [-1.81457, -4.50168, 2.16272], [-1.04608, -4.46269, 0.78648], [-1.89627, -4.81724, 1.12216], [1.60089, -0.10311, 2.66739], [3.00167, 0.14125, 3.32220], [2.10189, 0.36143, 3.45021], [5.01912, -0.59563, 0.02034], [4.51891, -1.67047, 0.85846], [4.51027, -1.43736, -0.15025], [1.31944, -0.95695, 0.40969], [-0.05287, -1.07304, 1.63915], [0.83387, -1.15019, 1.56836], [1.08011, -0.96752, -1.91837], [1.37731, -1.40364, -3.28723], [0.65507, -1.30376, -2.66565]], "total_charge": -1, "orbital_gap_ev": 9.2, "e_above_lowest_kj_mol": 400.95, "multiplicity": 1, "lumo_ev": 2.453, "e_tot_ev": -35517.0506}

---

Entry 5:
{"formula": "C49H38Cl2FeGeN2OS4", "method": "ωB97M-V/def2-TZVPD", "species": ["Fe", "S", "C", "C", "C", "C", "C", "C", "C", "C", "C", "N", "H", "H", "H", "H", "H", "H", "N", "C", "C", "C", "C", "C", "C", "C", "H", "H", "H", "H", "H", "Cl", "C", "Cl", "H", "H", "C", "Ge", "C", "C", "C", "C", "C", "C", "C", "C", "C", "C", "C", "C", "C", "C", "C", "C", "C", "C", "H", "H", "H", "H", "H", "H", "H", "H", "H", "H", "H", "H", "H", "H", "H", "H", "O", "C", "C", "C", "C", "C", "S", "C", "C", "C", "C", "S", "C", "C", "C", "C", "S", "H", "H", "H", "H", "H", "H", "H", "H", "H"], "xyz": [[0.10104, -0.58309, 0.10644], [-0.38485, 0.50307, 4.94408], [0.27945, 2.01693, 4.52909], [0.20085, 2.25718, 3.19897], [-0.42584, 1.20987, 2.43760], [-0.77179, 0.16113, 3.28446], [-1.27674, -1.15482, 2.93462], [-1.68422, -2.07787, 3.91038], [-2.13608, -3.32024, 3.52819], [-2.19522, -3.64296, 2.17693], [-1.77981, -2.68799, 1.27278], [-1.32400, -1.48502, 1.63284], [0.67260, 2.67075, 5.29078], [0.53376, 3.18860, 2.76552], [-1.63345, -1.81436, 4.95798], [-2.43808, -4.03978, 4.27976], [-2.54277, -4.60608, 1.83081], [-1.80020, -2.87243, 0.20558], [-1.04980, -1.18465, -1.51462], [-1.33485, -1.74075, -2.51292], [-1.75375, -2.36088, -3.66702], [-0.87079, -3.16321, -4.47237], [-1.33578, -3.77158, -5.60679], [-2.67411, -3.64043, -6.02696], [-3.54639, -2.86487, -5.24269], [-3.12424, -2.24103, -4.09860], [0.16407, -3.27029, -4.17517], [-0.64717, -4.36722, -6.19607], [-3.02244, -4.12680, -6.92760], [-4.58328, -2.75722, -5.54272], [-3.81724, -1.66028, -3.50140], [2.07757, -0.54829, -4.25862], [1.08386, 0.55763, -3.30792], [1.71761, 0.76498, -1.66257], [0.08383, 0.14933, -3.22517], [1.09568, 1.53315, -3.78091], [-0.66676, 1.27682, 0.99017], [-0.66140, 3.04000, 0.19403], [-1.44844, 4.38349, 1.40758], [-0.95567, 5.68055, 1.52263], [-1.54983, 6.59964, 2.38054], [-2.64945, 6.22931, 3.14001], [-3.15188, 4.93781, 3.03849], [-2.55335, 4.02699, 2.18110], [-1.80039, 3.09681, -1.40201], [-2.26401, 4.32757, -1.87180], [-3.03919, 4.40959, -3.01943], [-3.36608, 3.25523, -3.72115], [-2.92242, 2.02428, -3.26298], [-2.15074, 1.94930, -2.10810], [1.06900, 3.80767, -0.37386], [1.20647, 4.32054, -1.66475], [2.41449, 4.83419, -2.11602], [3.52120, 4.84693, -1.27912], [3.40345, 4.34984, 0.01013], [2.18935, 3.84234, 0.45467], [-1.65143, 0.84241, 0.76617], [-0.08981, 5.97968, 0.94039], [-1.15073, 7.60421, 2.45684], [-3.11232, 6.94184, 3.81187], [-4.00671, 4.63993, 3.63360], [-2.94325, 3.01560, 2.12250], [-2.01756, 5.23701, -1.33275], [-3.38879, 5.37414, -3.36795], [-3.96738, 3.31683, -4.61990], [-3.16935, 1.11719, -3.80304], [-1.81595, 0.97738, -1.76681], [0.35761, 4.31013, -2.33976], [2.49206, 5.21868, -3.12610], [4.46811, 5.23822, -1.62959], [4.26053, 4.34697, 0.67252], [2.14169, 3.44084, 1.45985], [1.46229, -1.90429, 0.25218], [2.09271, -2.95624, 0.87117], [1.55555, -4.28257, 0.34411], [1.79760, -5.57324, 0.71801], [1.16791, -6.52059, -0.13456], [0.47893, -5.92316, -1.14708], [0.58510, -4.22057, -1.06590], [1.96097, -2.85103, 2.38635], [1.57730, -3.75248, 3.33121], [1.68127, -3.24229, 4.65813], [2.13741, -1.96247, 4.68650], [2.44243, -1.36478, 3.11271], [3.58063, -2.89214, 0.52874], [4.62510, -3.61883, 1.01561], [5.86575, -3.24937, 0.43047], [5.72504, -2.24769, -0.48299], [4.09530, -1.75025, -0.63656], [2.42448, -5.84762, 1.55410], [1.23040, -7.59147, 0.00036], [-0.09040, -6.39220, -1.93349], [1.20570, -4.73709, 3.09280], [1.40937, -3.80046, 5.54337], [2.27604, -1.32657, 5.54518], [4.51460, -4.38087, 1.77480], [6.81366, -3.70470, 0.68139], [6.49640, -1.77749, -1.07129]], "total_charge": -1, "orbital_gap_ev": [4.2, 7.2], "e_above_lowest_kj_mol": 0.00, "s2": 8.787, "multiplicity": 6, "lumo_ev": [2.198, 2.197], "e_tot_ev": -215747.7744}

---

Entry 6:
{"formula": "C4H4O2", "method": "ωB97M-V/def2-TZVPD", "species": ["O", "C", "C", "C", "C", "O", "H", "H", "H", "H"], "xyz": [[-1.71520, -1.24783, -0.04915], [-1.57163, -0.74653, -1.14473], [-0.22598, -0.32226, -1.56397], [0.54771, 0.18400, -0.75981], [0.85457, 0.24917, 0.67322], [1.06635, 1.50773, 1.23955], [-2.43246, -0.55552, -1.79526], [-0.12616, -0.17214, 1.00132], [1.60088, -0.50166, 0.95624], [2.00191, 1.60504, 1.44259]], "orbital_gap_ev": 10.4, "e_above_lowest_kj_mol": 330.37, "multiplicity": 1, "lumo_ev": 0.084, "e_tot_ev": -8303.6532}

---

Entry 7:
{"formula": "C2HNO2", "method": "ωB97M-V/def2-TZVPD", "species": ["O", "C", "C", "N", "O", "H"], "xyz": [[-1.01837, -1.82995, -0.06711], [-0.29546, -1.00006, 0.15592], [0.52668, 0.03439, 0.05988], [0.19164, 1.29688, -0.09665], [-0.92146, 1.74571, 0.06112], [1.51698, -0.24697, -0.11316]], "orbital_gap_ev": [8.6, 8.5], "e_above_lowest_kj_mol": 365.47, "multiplicity": 1, "lumo_ev": [-0.347, -0.346], "e_tot_ev": -7671.3228}